1.
The following is a DFT calculation (wB97M-V/def2-TZVPD) of a 3-piece molecular cluster, C24H39NO3 overall.

Values from the calculation:
LUMO energy in Eh: -0.0192
Highest occupied orbital energy in eV: -9.2
Structure (SMILES): CNCC1=C(c2ccccc2)C(=O)OC1=O.CCCCCC.CCCCCC

XYZ file:
```
67
Properties=species:S:1:pos:R:3:forces:R:3
C -0.666 3.068 1.738 0.519 -0.289 0.583
N 0.429 2.090 1.889 -0.326 -0.160 -0.414
C -0.055 0.710 1.816 -0.178 0.675 -0.025
C -0.295 0.051 3.126 -0.071 -0.219 0.126
C -0.007 0.332 4.394 0.130 0.545 0.013
C 0.688 1.487 4.991 0.362 0.078 0.171
C 0.133 2.761 5.041 0.181 -0.014 0.125
C 0.856 3.806 5.596 0.313 0.097 0.072
C 2.138 3.601 6.098 -0.019 -0.427 -0.030
C 2.691 2.326 6.073 -0.474 -0.070 -0.305
C 1.961 1.278 5.522 -0.011 0.188 0.123
C -0.472 -0.807 5.242 0.187 0.335 -0.919
O -0.470 -0.921 6.412 0.041 -0.220 0.886
O -0.952 -1.783 4.390 -0.505 -0.543 0.418
C -0.974 -1.281 3.124 0.580 0.620 0.186
O -1.449 -1.851 2.205 -0.451 -0.504 -0.575
H -1.531 2.739 2.307 -0.147 -0.077 0.015
H -0.334 3.999 2.186 -0.074 0.294 -0.185
H -0.950 3.205 0.696 -0.172 0.120 -0.083
H 1.019 2.219 1.077 0.287 0.043 0.179
H 0.667 0.114 1.261 0.010 -0.236 -0.068
H -1.005 0.671 1.273 -0.020 -0.280 -0.246
H -0.856 2.940 4.650 -0.138 -0.013 -0.059
H 0.454 4.807 5.639 -0.221 0.017 -0.069
H 2.705 4.417 6.517 -0.014 0.161 0.041
H 3.678 2.132 6.461 0.130 0.060 0.083
H 2.390 0.287 5.499 0.022 -0.108 -0.011
C 2.260 4.284 -4.354 0.005 -0.098 -0.059
C 1.156 3.248 -4.542 0.010 0.112 0.014
C 0.189 3.169 -3.363 -0.057 -0.063 -0.020
C 0.825 2.752 -2.036 0.093 0.026 0.063
C 1.544 1.404 -2.055 -0.148 -0.053 0.040
C 0.621 0.228 -2.365 0.130 0.023 -0.005
H 2.894 4.049 -3.497 0.000 0.019 0.008
H 2.904 4.326 -5.234 0.011 0.031 0.011
H 1.838 5.279 -4.201 0.007 0.005 0.033
H 1.601 2.268 -4.732 -0.021 -0.015 0.007
H 0.585 3.501 -5.439 0.001 -0.035 -0.012
H -0.620 2.477 -3.613 0.003 -0.006 0.017
H -0.286 4.146 -3.227 0.010 0.008 -0.010
H 0.040 2.720 -1.272 -0.015 -0.008 -0.013
H 1.530 3.524 -1.712 -0.017 0.012 -0.004
H 2.002 1.241 -1.074 0.058 0.006 -0.020
H 2.367 1.424 -2.773 0.017 0.022 0.013
H -0.190 0.164 -1.635 -0.031 0.006 -0.028
H 1.172 -0.714 -2.335 -0.035 -0.012 -0.001
H 0.176 0.314 -3.357 -0.025 0.003 0.004
C -0.458 -3.132 -0.566 0.092 -0.010 -0.208
C -1.684 -3.160 -1.473 0.028 0.034 0.089
C -2.499 -4.446 -1.350 -0.063 -0.004 -0.037
C -1.755 -5.722 -1.745 0.052 0.006 0.027
C -1.199 -5.728 -3.169 -0.089 -0.068 -0.025
C -2.278 -5.618 -4.243 0.115 0.034 -0.015
H 0.249 -3.926 -0.818 -0.004 0.005 -0.024
H 0.069 -2.180 -0.667 0.002 -0.034 0.055
H -0.745 -3.248 0.474 -0.010 -0.043 0.065
H -1.379 -3.003 -2.512 -0.025 -0.010 -0.013
H -2.330 -2.317 -1.215 -0.003 0.007 -0.019
H -3.406 -4.349 -1.954 0.005 -0.017 -0.003
H -2.839 -4.550 -0.315 0.012 0.022 0.008
H -2.436 -6.571 -1.627 0.004 -0.008 -0.013
H -0.933 -5.897 -1.045 -0.012 0.010 0.012
H -0.646 -6.659 -3.320 0.032 0.019 0.000
H -0.474 -4.919 -3.295 0.010 0.001 0.024
H -2.994 -6.438 -4.160 -0.030 0.019 0.013
H -1.836 -5.659 -5.239 -0.033 -0.008 -0.012
H -2.829 -4.679 -4.167 -0.020 -0.008 0.005
```
Forces are in eV/Å.

***

2.
The following is a DFT calculation (wB97M-V/def2-TZVPD) of C32H29N2O3PPtS5Se as an isolated structure.

Values from the calculation:
⟨S²⟩: 6.04
LUMO energy (spin up / spin down) in Eh: 0.0077 / -0.0743
Spin multiplicity: 5
Highest occupied orbital energy (spin up / spin down) in eV: -6.8 / -8.2

XYZ file:
```
74
Properties=species:S:1:pos:R:3:forces:R:3
Pt -0.368 0.200 -0.279 0.311 0.435 -0.288
O -3.587 0.443 5.754 -0.005 0.002 -0.008
C -3.079 0.364 4.676 0.012 -0.013 0.003
S -2.014 -0.975 4.188 0.000 -0.015 0.013
C -1.687 -0.405 2.573 -0.030 0.077 -0.055
C -2.303 0.791 2.192 0.032 -0.060 0.011
S -2.143 1.505 0.675 -0.279 0.079 0.023
S -3.299 1.571 3.390 -0.012 0.020 0.008
S -0.671 -1.298 1.577 0.216 -0.181 0.210
O -2.007 3.390 -2.246 0.085 -0.053 -0.031
C -1.770 2.207 -2.443 -0.343 0.072 0.110
O -0.618 1.638 -2.333 -0.115 -0.002 -0.032
C -2.889 1.286 -2.906 0.067 -0.017 -0.110
C -3.970 1.878 -3.553 0.033 0.009 0.051
C -4.937 1.107 -4.172 -0.028 0.005 -0.019
C -4.829 -0.277 -4.164 0.006 0.005 -0.005
C -3.776 -0.878 -3.496 -0.032 0.046 0.054
C -2.816 -0.109 -2.835 0.013 0.005 -0.064
P -1.482 -0.989 -1.963 0.008 -0.156 -0.050
C -0.482 -1.646 -3.337 0.019 0.059 0.022
C 0.245 -0.718 -4.087 0.088 -0.028 -0.001
C 1.010 -1.140 -5.161 -0.001 -0.015 -0.007
C 1.067 -2.486 -5.497 -0.003 0.009 0.003
C 0.342 -3.409 -4.760 -0.007 0.006 -0.002
C -0.433 -2.992 -3.686 -0.086 -0.068 -0.078
C -2.256 -2.424 -1.161 -0.048 -0.023 -0.031
C -1.419 -3.446 -0.704 0.034 -0.027 -0.038
C -1.923 -4.493 0.047 -0.027 -0.005 0.020
C -3.269 -4.518 0.389 0.032 -0.014 0.014
C -4.099 -3.487 -0.020 -0.009 0.047 -0.021
C -3.598 -2.446 -0.791 0.038 -0.007 0.078
H -4.009 2.959 -3.569 -0.004 0.000 -0.017
H -5.763 1.585 -4.683 -0.003 -0.002 0.003
H -5.560 -0.888 -4.677 -0.005 0.004 0.005
H -3.702 -1.958 -3.485 0.007 -0.014 0.006
H 0.208 0.328 -3.814 0.002 -0.052 -0.031
H 1.569 -0.412 -5.735 0.001 -0.008 -0.005
H 1.670 -2.812 -6.335 0.000 -0.007 0.003
H 0.368 -4.459 -5.021 0.007 0.002 -0.009
H -1.014 -3.727 -3.145 0.024 0.039 0.000
H -0.357 -3.416 -0.924 -0.018 0.010 -0.014
H -1.258 -5.278 0.384 -0.007 -0.005 0.005
H -3.663 -5.329 0.988 0.001 -0.003 -0.004
H -5.143 -3.484 0.262 0.001 -0.007 0.001
H -4.257 -1.642 -1.086 -0.028 0.037 -0.021
C 5.639 1.128 5.993 0.023 -0.001 0.019
C 4.537 1.342 4.996 0.004 -0.027 -0.009
C 3.867 2.559 4.917 -0.031 0.010 -0.022
C 2.839 2.770 4.014 -0.006 -0.032 0.040
C 2.164 4.113 3.996 0.005 0.023 -0.005
C 2.457 1.715 3.143 0.014 0.093 0.063
Se 1.047 2.046 1.952 -0.011 -0.042 -0.016
C 3.134 0.474 3.210 0.051 0.040 0.026
C 2.820 -0.702 2.333 -0.035 0.031 -0.020
C 4.157 0.322 4.135 0.003 0.021 -0.004
H 5.893 2.053 6.510 0.000 0.000 -0.003
H 6.539 0.749 5.506 -0.003 -0.001 -0.002
H 5.343 0.393 6.743 -0.007 0.001 -0.003
H 4.152 3.365 5.583 0.010 -0.003 0.000
H 2.608 4.763 4.749 -0.005 0.009 -0.010
H 1.096 4.029 4.195 -0.001 -0.022 0.011
H 2.259 4.593 3.021 0.006 0.005 0.002
H 2.059 -0.472 1.597 -0.023 -0.004 -0.041
H 2.476 -1.541 2.941 -0.011 -0.007 -0.014
H 3.721 -1.019 1.803 -0.004 -0.033 0.002
H 4.674 -0.631 4.179 0.007 0.001 0.014
N 1.544 2.831 -1.557 0.084 0.068 -0.078
C 2.423 1.887 -1.287 0.012 0.253 0.060
N 3.712 2.230 -1.095 -0.067 -0.063 0.033
S 2.024 0.232 -1.177 -0.054 -0.488 0.078
H 1.826 3.796 -1.601 0.030 0.015 0.025
H 0.591 2.546 -1.904 0.042 -0.053 0.167
H 4.024 3.183 -1.164 0.004 0.017 -0.021
H 4.347 1.529 -0.759 0.015 -0.003 0.009
```
Forces are in eV/Å.